{
  "formula": "H14O7",
  "method": "ωB97M-V/def2-TZVPD",
  "homo_lumo_gap_ev": 11.2,
  "smiles": "O.O.O.O.O.O.O",
  "e_tot_ev": -14559.578,
  "homo_ha": -0.40233,
  "de_lowest_kcal_mol": 43.4,
  "elements": ["O", "H", "H", "O", "H", "H", "O", "H", "H", "O", "H", "H", "O", "H", "H", "O", "H", "H", "O", "H", "H"],
  "positions_angstrom": [[0.63553, -0.43399, 1.96613], [1.57729, -0.23988, 1.83623], [0.50413, -1.41182, 1.61043], [-3.42844, -4.13353, 0.62870], [-3.20337, -4.72746, -0.09336], [-4.11249, -3.56442, 0.25319], [-0.60951, -2.08517, 0.28647], [-1.34977, -2.39822, 0.84400], [-0.75879, -2.52730, -0.61837], [0.72661, 6.04436, 0.05866], [0.74929, 5.93408, 1.03849], [1.39350, 6.61795, -0.26697], [0.25286, -1.01180, -2.22521], [-0.56572, -1.10141, -2.76877], [0.12632, -0.22887, -1.63272], [2.87737, 0.31321, -0.19373], [2.06246, -0.05605, -0.51521], [2.99726, 1.11695, -0.67115], [-0.27032, 1.29939, -0.43545], [-0.74825, 2.03654, 0.00790], [-0.14456, 0.61016, 0.29175]],
  "lowdin_charge": [-0.1229, 0.0241, 0.0759, -0.0543, 0.0366, 0.0422, -0.1075, 0.0488, 0.0874, -0.0628, 0.0573, 0.0059, -0.0905, 0.0603, 0.0032, -0.0283, -0.0039, 0.0305, -0.1014, 0.0661, 0.0334]
}